{"formula": "C12H12", "method": "ωB97M-V/def2-TZVPD", "species": ["C", "C", "C", "C", "C", "C", "C", "C", "C", "C", "C", "C", "H", "H", "H", "H", "H", "H", "H", "H", "H", "H", "H", "H"], "coordinates": [[-2.5540, -1.8104, -0.0911], [3.6596, 0.3272, -0.0143], [-0.5274, -0.3647, -0.2597], [2.2322, 0.0009, -0.0453], [-0.0137, 0.9579, -0.2320], [-2.6928, 0.5955, 0.0718], [0.4030, -1.4703, 0.0057], [1.7216, -1.2145, 0.0675], [-2.2251, 1.8630, 0.1477], [1.4085, 1.1243, -0.1381], [-1.9406, -0.5306, -0.2769], [-0.8743, 2.0776, -0.0251], [-3.7439, 0.4644, 0.2419], [1.9045, 2.1095, -0.2697], [-2.8609, 2.7215, 0.1826], [-0.4634, 3.0840, 0.0267], [-0.0200, -2.5269, 0.2893], [-2.1539, -2.2599, 0.9237], [-2.1522, -2.4977, -0.8434], [-3.6781, -1.7548, -0.1600], [2.4635, -1.9960, 0.5565], [4.0663, -0.1691, -0.8859], [3.9192, 1.4511, -0.0999], [4.1219, -0.1819, 0.8279]], "forces_ev_per_a": [[-0.336, -2.889, 1.016], [1.508, 0.456, -0.451], [0.576, -0.921, 0.243], [-0.086, 6.576, -0.495], [0.894, 0.728, 0.914], [-0.921, -2.299, -1.140], [-2.825, -1.043, -0.176], [1.131, -5.289, 2.587], [2.240, 1.840, -0.712], [-0.147, -0.829, -1.027], [0.473, 3.009, 2.122], [-0.151, -0.416, -0.364], [-0.484, -0.277, -0.044], [-0.744, -0.644, 0.409], [-0.502, 0.225, 0.538], [0.047, -0.231, -0.102], [0.908, 2.242, -0.824], [-1.260, 0.729, -1.688], [-0.436, -0.225, 0.006], [1.270, -0.307, 0.311], [-1.628, 1.123, -1.504], [0.619, 0.041, -0.365], [-0.522, -1.987, 0.454], [0.376, 0.389, 0.293]], "homo_lumo_gap_ev": 8.2643, "relative_energy_kj_mol": 138.2, "spin_multiplicity": 1, "smiles": "Cc1ccc2c(C)cccc2c1"}